Version i
Formula: C9H14
Source: OMol25
Level of theory: the ωB97M-V functional and the def2-TZVPD basis

Its charge is 0. As for the SMILES: Cc1ccccc1.CC. As for the spin multiplicity: 1. The LUMO energy comes out at 0.974 eV.

Last column: natural (NBO) charge in e.
Element x y z (Å)
C: -0.216 -0.980 1.421  -0.65
C: 2.864 -1.224 -1.452  -0.25
C: 2.941 -0.361 -0.376  -0.19
C: 1.622 -1.786 -1.773  -0.19
C: 1.790 -0.037 0.346  -0.24
C: 0.513 -1.707 -0.910  -0.24
C: 0.746 -0.920 0.235  0.03
H: 3.702 -1.513 -2.084  0.22
H: 3.937 0.040 -0.211  0.21
H: 1.358 -2.204 -2.732  0.21
H: 1.849 0.664 1.178  0.21
H: -0.436 -2.178 -1.100  0.22
H: 0.132 -1.686 2.154  0.23
H: -1.234 -1.372 1.191  0.21
H: -0.417 0.073 1.553  0.22
C: -2.163 2.632 0.541  -0.62
C: -2.654 1.316 -0.042  -0.63
H: -1.244 2.499 1.121  0.20
H: -2.021 3.423 -0.170  0.22
H: -2.813 2.795 1.418  0.21
H: -3.435 0.844 0.574  0.20
H: -1.857 0.581 0.190  0.20
H: -2.965 1.101 -1.070  0.22

Version ii
Formula: C9H14
Source: OMol25
Level of theory: the ωB97M-V functional and the def2-TZVPD basis

Its charge is 0. As for the SMILES: Cc1ccccc1.CC. As for the spin multiplicity: 1. The LUMO energy comes out at 0.914 eV.

Last column: natural (NBO) charge in e.
Element x y z (Å)
C: 1.963 -0.463 0.105  -0.64
C: -1.343 -1.408 -1.321  -0.21
C: -1.367 -0.717 -2.526  -0.21
C: -0.226 -1.428 -0.461  -0.21
C: 0.858 -0.669 -0.763  -0.02
C: -0.265 0.009 -2.880  -0.23
C: 0.753 0.076 -1.981  -0.19
H: -1.979 -2.219 -1.026  0.21
H: -2.275 -0.775 -3.294  0.22
H: -0.250 -2.100 0.301  0.20
H: -0.020 0.346 -3.790  0.21
H: 2.753 0.241 -0.090  0.23
H: 2.617 -1.363 0.219  0.22
H: 1.717 0.554 -2.427  0.20
H: 1.483 -0.169 1.074  0.22
C: 0.312 1.590 4.069  -0.65
C: -1.035 2.066 3.505  -0.63
H: 1.056 1.060 3.433  0.22
H: 0.670 2.470 4.712  0.22
H: 0.329 0.721 4.720  0.21
H: -1.155 3.282 3.520  0.21
H: -1.906 1.460 3.727  0.22
H: -0.955 2.153 2.443  0.21

Version iii
Formula: C9H14
Source: OMol25
Level of theory: the ωB97M-V functional and the def2-TZVPD basis

Its charge is 0. As for the SMILES: Cc1ccccc1.CC. As for the spin multiplicity: 1. The LUMO energy comes out at 0.936 eV.

Last column: natural (NBO) charge in e.
Element x y z (Å)
C: -0.449 3.053 -2.276  -0.63
C: -0.570 1.625 -1.861  -0.64
H: 0.013 3.161 -3.317  0.20
H: -1.383 3.651 -2.280  0.21
H: 0.246 3.721 -1.724  0.21
H: -1.608 1.405 -1.582  0.21
H: -0.531 0.919 -2.665  0.21
H: -0.016 1.283 -0.971  0.22
C: -0.634 0.134 2.645  -0.63
C: 1.206 -2.672 -0.165  -0.21
C: -0.234 -2.591 -0.011  -0.21
C: 1.969 -1.600 0.390  -0.21
C: -0.800 -1.718 0.995  -0.21
C: 1.390 -0.692 1.218  -0.24
C: 0.116 -0.780 1.678  0.00
H: 1.552 -3.473 -0.790  0.21
H: -0.858 -3.295 -0.471  0.20
H: 2.994 -1.662 0.023  0.22
H: -1.852 -1.714 1.067  0.21
H: 2.037 0.165 1.347  0.22
H: -1.091 -0.456 3.384  0.22
H: -1.526 0.722 2.183  0.22
H: 0.031 0.813 3.184  0.22

Version iv
Formula: C9H14
Source: OMol25
Level of theory: the ωB97M-V functional and the def2-TZVPD basis

Its charge is 0. As for the SMILES: Cc1ccccc1.CC. As for the spin multiplicity: 1. The LUMO energy comes out at 1.016 eV.

Last column: natural (NBO) charge in e.
Element x y z (Å)
C: 0.855 -2.600 -2.515  -0.61
C: 1.590 -1.584 -3.409  -0.61
H: -0.212 -2.704 -2.676  0.21
H: 1.242 -3.621 -2.608  0.20
H: 1.183 -2.260 -1.513  0.20
H: 1.568 -1.852 -4.499  0.20
H: 2.579 -1.289 -3.083  0.21
H: 0.837 -0.756 -3.364  0.20
C: 0.830 1.534 -0.717  -0.67
C: -0.518 -0.660 1.876  -0.19
C: -1.369 0.226 2.626  -0.23
C: 0.246 -0.350 0.787  -0.22
C: -0.005 0.990 0.353  -0.01
C: -1.633 1.470 2.110  -0.20
C: -0.940 1.818 0.928  -0.22
H: -0.442 -1.652 2.336  0.20
H: -1.828 -0.353 3.466  0.22
H: 1.015 -0.935 0.327  0.22
H: -2.381 2.141 2.489  0.22
H: 0.630 1.155 -1.729  0.22
H: 1.926 1.647 -0.552  0.23
H: -1.198 2.683 0.325  0.21
H: 0.692 2.588 -1.082  0.22

Which structure is the least stable? The one labeled version ii.

Version i
Formula: C9H14
Source: OMol25
Level of theory: the ωB97M-V functional and the def2-TZVPD basis

Its charge is 0. As for the SMILES: Cc1ccccc1.CC. As for the spin multiplicity: 1. The LUMO energy comes out at 1.030 eV.

Last column: natural (NBO) charge in e.
Element x y z (Å)
C: 0.882 1.663 -0.784  -0.63
C: -0.030 -0.672 -0.706  -0.22
C: 1.049 0.174 -0.939  0.00
C: 0.028 -2.041 -0.961  -0.21
C: 1.202 -2.575 -1.442  -0.22
C: 2.265 -0.404 -1.298  -0.22
C: 2.329 -1.758 -1.581  -0.20
H: -0.953 -0.208 -0.398  0.21
H: -0.811 -2.628 -0.616  0.21
H: -0.159 1.948 -0.936  0.22
H: 1.501 2.188 -1.510  0.22
H: 1.324 -3.619 -1.684  0.21
H: 3.173 0.128 -1.566  0.21
H: 3.230 -2.255 -1.898  0.21
H: 1.213 2.021 0.191  0.22
C: -2.795 0.987 1.794  -0.62
C: -1.325 1.001 2.202  -0.62
H: -2.859 1.614 0.895  0.20
H: -3.178 0.005 1.563  0.21
H: -3.382 1.539 2.529  0.21
H: -0.589 0.835 1.426  0.21
H: -1.069 0.194 2.909  0.20
H: -1.045 1.866 2.809  0.21

Version ii
Formula: C9H14
Source: OMol25
Level of theory: the ωB97M-V functional and the def2-TZVPD basis

Its charge is 0. As for the SMILES: Cc1ccccc1.CC. As for the spin multiplicity: 1. The LUMO energy comes out at 1.017 eV.

Last column: natural (NBO) charge in e.
Element x y z (Å)
C: -2.400 -0.320 -0.604  -0.64
C: 0.247 1.944 0.926  -0.20
C: 0.913 1.053 1.771  -0.23
C: -0.837 1.426 0.213  -0.23
C: -1.253 0.136 0.294  0.00
C: 0.415 -0.273 1.920  -0.20
C: -0.688 -0.757 1.197  -0.23
H: 0.383 3.004 0.836  0.22
H: 1.815 1.243 2.330  0.22
H: -1.360 2.107 -0.454  0.20
H: 0.903 -1.091 2.441  0.21
H: -2.270 0.011 -1.627  0.22
H: -3.248 0.276 -0.225  0.22
H: -0.971 -1.793 1.154  0.21
H: -2.579 -1.391 -0.501  0.21
C: 0.904 -1.214 -2.413  -0.61
C: 2.307 -1.182 -1.859  -0.61
H: 0.192 -0.894 -1.653  0.21
H: 0.706 -0.713 -3.366  0.20
H: 0.464 -2.231 -2.551  0.20
H: 2.431 -0.245 -1.317  0.21
H: 3.048 -1.420 -2.617  0.21
H: 2.321 -2.008 -1.119  0.20

Which structure is the least stable? The one labeled version ii.

Version i
Formula: C9H14
Source: OMol25
Level of theory: the ωB97M-V functional and the def2-TZVPD basis

Its charge is 0. As for the SMILES: Cc1ccccc1.CC. As for the spin multiplicity: 1. The LUMO energy comes out at 1.003 eV.

Last column: natural (NBO) charge in e.
Element x y z (Å)
C: -2.376 1.583 0.225  -0.63
C: -0.973 0.977 2.228  -0.22
C: -1.251 0.831 0.873  -0.01
C: 0.118 0.320 2.797  -0.20
C: 1.024 -0.406 2.045  -0.22
C: -0.345 0.086 0.133  -0.22
C: 0.797 -0.474 0.681  -0.21
H: -1.577 1.507 2.957  0.21
H: 0.232 0.364 3.873  0.21
H: -3.232 1.682 0.896  0.22
H: -2.741 1.135 -0.704  0.22
H: 1.923 -0.813 2.478  0.21
H: -0.504 -0.052 -0.928  0.20
H: 1.532 -0.789 -0.047  0.21
H: -2.043 2.592 -0.028  0.22
C: 1.067 -1.896 -3.162  -0.61
C: 1.711 -0.644 -3.793  -0.61
H: 0.685 -2.533 -3.966  0.20
H: 1.740 -2.491 -2.562  0.21
H: 0.179 -1.562 -2.622  0.20
H: 2.639 -0.368 -3.282  0.20
H: 1.048 0.223 -3.720  0.20
H: 1.899 -0.825 -4.844  0.20

Version ii
Formula: C9H14
Source: OMol25
Level of theory: the ωB97M-V functional and the def2-TZVPD basis

Its charge is 0. As for the SMILES: Cc1ccccc1.CC. As for the spin multiplicity: 1. The LUMO energy comes out at 1.051 eV.

Last column: natural (NBO) charge in e.
Element x y z (Å)
C: 0.880 1.695 -0.959  -0.62
C: 0.709 3.226 -0.866  -0.62
H: 1.880 1.380 -1.278  0.20
H: 0.839 1.223 0.021  0.21
H: 0.212 1.264 -1.698  0.20
H: 0.032 3.592 -1.628  0.21
H: 0.385 3.482 0.141  0.20
H: 1.685 3.700 -0.962  0.20
C: -2.166 0.009 0.865  -0.64
C: 1.095 -1.849 1.318  -0.20
C: 1.190 -2.536 0.101  -0.23
C: 0.024 -1.004 1.555  -0.24
C: -0.983 -0.917 0.590  0.01
C: 0.150 -2.432 -0.824  -0.19
C: -0.920 -1.561 -0.618  -0.23
H: 1.876 -1.921 2.062  0.21
H: 1.973 -3.241 -0.137  0.21
H: -0.120 -0.557 2.527  0.21
H: 0.300 -2.891 -1.795  0.21
H: -2.239 0.082 1.953  0.21
H: -3.122 -0.454 0.614  0.22
H: -1.627 -1.269 -1.381  0.21
H: -2.055 0.980 0.397  0.22

Version iii
Formula: C9H14
Source: OMol25
Level of theory: the ωB97M-V functional and the def2-TZVPD basis

Its charge is 0. As for the SMILES: Cc1ccccc1.CC. As for the spin multiplicity: 1. The LUMO energy comes out at 1.002 eV.

Last column: natural (NBO) charge in e.
Element x y z (Å)
C: -2.292 -1.656 -1.360  -0.64
C: -1.055 1.913 0.641  -0.24
C: -1.479 1.935 -0.702  -0.18
C: -1.052 0.690 1.282  -0.19
C: -1.841 0.777 -1.359  -0.24
C: -1.492 -0.526 0.717  -0.24
C: -1.814 -0.422 -0.626  0.02
H: -0.641 2.808 1.073  0.22
H: -1.495 2.894 -1.204  0.21
H: -0.763 0.811 2.325  0.21
H: -2.135 0.829 -2.396  0.22
H: -1.594 -1.445 1.262  0.22
H: -1.664 -1.850 -2.224  0.22
H: -3.332 -1.492 -1.680  0.22
H: -2.460 -2.527 -0.724  0.21
C: 3.345 0.258 0.992  -0.61
C: 2.940 -0.929 0.132  -0.61
H: 4.260 0.753 0.664  0.20
H: 2.612 1.042 1.187  0.21
H: 3.523 -0.114 2.007  0.20
H: 2.675 -0.672 -0.883  0.21
H: 3.687 -1.713 0.242  0.20
H: 2.069 -1.365 0.634  0.20

Which structure is the least stable? The one labeled version iii.